Record 1
{
  "formula": "C12H19N2",
  "method": "ωB97M-V/def2-TZVPD",
  "species": ["C", "C", "C", "C", "N", "C", "C", "C", "C", "C", "C", "C", "C", "N", "H", "H", "H", "H", "H", "H", "H", "H", "H", "H", "H", "H", "H", "H", "H", "H", "H", "H", "H"],
  "coordinates": [[-3.3543, -0.0745, 1.6601], [-3.5374, 0.1305, 0.1550], [-2.5173, -0.6008, -0.7868], [-2.0850, 0.1539, -1.9639], [-1.1988, 0.0670, -0.8308], [0.1726, -0.3544, -0.7339], [0.8121, -1.5031, -0.8013], [2.1899, -1.5870, -0.4380], [2.9710, -0.7303, 0.2821], [4.3976, -1.0247, 0.3106], [2.5877, 0.6590, 0.4467], [2.2548, 1.5251, -0.8099], [1.1733, 1.0280, -0.0056], [0.0961, 1.8275, 0.5971], [-2.2828, 0.2941, 1.8312], [-3.5801, -1.1536, 1.9772], [-4.1355, 0.5357, 2.2294], [-3.4263, 1.1595, -0.2619], [-4.5852, -0.1056, -0.2918], [-2.5795, -1.6313, -0.6249], [-1.7033, -0.3811, -2.8519], [-2.4476, 1.1716, -2.1432], [-1.1820, 0.9838, -0.2232], [0.3197, -2.5219, -1.0053], [2.6786, -2.5130, -0.5616], [4.9707, -0.2961, -0.2750], [4.6073, -2.0498, -0.0636], [4.8530, -0.9042, 1.3211], [2.9498, 1.2847, 1.1872], [2.4334, 2.6842, -0.8437], [2.6995, 1.2743, -1.7827], [0.0932, 2.8159, 0.3794], [-0.1100, 1.7308, 1.6532]],
  "forces_ev_per_a": [[-0.4, 0.2, 0.1], [-1.0, 0.0, -2.8], [-1.6, 1.7, 2.0], [0.3, -0.5, -2.2], [1.2, 1.2, 2.1], [2.2, 2.8, 1.5], [-1.8, -2.0, -0.2], [1.2, 0.6, 1.7], [-1.0, -0.1, -2.8], [2.1, -0.7, 1.3], [-2.5, 1.1, -1.2], [2.2, 3.0, -1.0], [-4.5, -2.8, -1.3], [0.3, 0.0, 1.9], [-1.6, -0.8, 0.6], [0.9, 1.5, -0.5], [1.4, -0.5, -0.7], [-0.1, 0.0, 1.3], [1.6, -0.1, 1.1], [0.6, -1.6, -0.7], [-0.4, 0.3, 0.5], [-0.1, -0.5, 0.0], [0.3, -0.9, -0.6], [0.5, 1.8, 0.0], [0.2, -1.1, -0.6], [-0.2, -0.1, -0.2], [0.0, 0.7, 0.3], [-0.4, -0.3, -0.4], [0.9, 0.6, 1.8], [-0.3, -2.1, 1.1], [-1.1, -1.0, 0.3], [0.3, 0.0, -0.1], [1.0, -0.1, -2.3]],
  "fmax_ev_per_a": 5.5,
  "e_tot_ev": -15721.1031,
  "multiplicity": 1,
  "molar_mass_g_mol": 191.30,
  "relative_energy_kcal_mol": 139.87,
  "smiles": "CC[C@H]1C[N@@H+]1C1=CC=C(C)[C@H]2C[C@@]12N",
  "homo_energy_ev": -11.6,
  "charge": 1,
  "gap_ha": 0.3258
}

=====

Record 2
{
  "formula": "C7H8",
  "method": "ωB97M-V/def2-TZVPD",
  "species": ["C", "C", "C", "C", "C", "C", "C", "H", "H", "H", "H", "H", "H", "H", "H"],
  "coordinates": [[2.0654, 0.7936, 0.1835], [0.6198, 0.3680, 0.0805], [-0.0277, 0.3340, -1.1566], [-1.2624, -0.2908, -1.2984], [-1.8785, -0.8758, -0.1958], [-1.3058, -0.7295, 1.0636], [-0.0705, -0.1027, 1.1991], [2.2033, 1.8731, 0.3074], [2.5447, 0.2939, 1.0319], [2.6064, 0.4901, -0.7193], [0.4571, 0.7761, -2.0254], [-1.7325, -0.3456, -2.2771], [-2.7922, -1.4505, -0.3190], [-1.8078, -1.1301, 1.9408], [0.3806, -0.0038, 2.1849]],
  "forces_ev_per_a": [[0.1, 0.0, 0.0], [-0.1, -0.1, 0.0], [0.0, -0.1, 0.0], [0.0, 0.0, 0.1], [0.0, 0.1, 0.0], [0.0, 0.0, 0.0], [0.0, -0.1, -0.1], [-0.1, -0.1, 0.0], [-0.1, 0.1, -0.1], [-0.1, 0.1, 0.1], [0.0, -0.2, 0.1], [0.1, 0.0, 0.1], [0.0, 0.2, 0.0], [0.1, 0.0, -0.1], [0.0, -0.1, -0.2]],
  "fmax_ev_per_a": 0.2,
  "e_tot_ev": -7388.7471,
  "multiplicity": 1,
  "molar_mass_g_mol": 92.14,
  "relative_energy_kcal_mol": 0.00,
  "smiles": "Cc1ccccc1",
  "homo_energy_ev": -9.0,
  "gap_ha": 0.3721
}

=====

Record 3
{
  "formula": "C2H4NO",
  "method": "ωB97M-V/def2-TZVPD",
  "species": ["O", "N", "C", "C", "H", "H", "H", "H"],
  "coordinates": [[2.1321, -0.0984, 0.0345], [0.9643, 0.0847, -0.0469], [-0.5656, -0.7177, 0.0955], [-0.2028, 0.7388, -0.1215], [-0.7353, -1.2200, 1.1144], [-0.7735, -1.3881, -0.7305], [-0.6930, 1.1525, -1.0739], [-0.1261, 1.4482, 0.7285]],
  "forces_ev_per_a": [[-2.1, 1.4, -0.2], [2.0, -5.6, -0.6], [2.2, -0.4, 2.4], [-3.2, 2.8, -0.6], [0.4, 1.3, -1.5], [0.2, 0.5, -0.4], [1.5, 0.0, 1.1], [-1.0, 0.0, -0.3]],
  "fmax_ev_per_a": 6.0,
  "e_tot_ev": -5662.8451,
  "multiplicity": 1,
  "molar_mass_g_mol": 58.06,
  "relative_energy_kcal_mol": 103.48,
  "smiles": "O=[N+]1CC1",
  "homo_energy_ev": -16.4,
  "charge": 1,
  "gap_ha": 0.3195
}

=====

Record 4
{
  "formula": "C4H6N2O",
  "method": "ωB97M-V/def2-TZVPD",
  "species": ["C", "O", "C", "N", "N", "C", "C", "H", "H", "H", "H", "H", "H"],
  "coordinates": [[1.5816, 0.1215, -1.0179], [0.8065, 1.2682, -1.4155], [-0.4979, 1.1447, -1.3438], [-1.2197, 0.1807, -1.1352], [-2.1504, -0.5053, -0.6603], [-0.7945, -0.2579, 2.0801], [0.1466, -0.0905, 2.8129], [2.6266, 0.4138, -1.1247], [1.3534, -0.1362, 0.0211], [1.3538, -0.7206, -1.6799], [-2.5571, -1.0648, -1.4166], [-1.6145, -0.4171, 1.3998], [0.9656, 0.0636, 3.4801]],
  "forces_ev_per_a": [[0.1, -0.2, 0.1], [-0.1, 0.1, 0.0], [-0.3, -0.4, 0.1], [0.1, 0.3, 0.0], [0.2, 0.1, -0.3], [0.4, 0.1, 0.4], [-0.4, -0.1, -0.3], [-0.2, -0.1, 0.0], [0.0, 0.0, -0.2], [0.0, 0.1, 0.1], [0.1, 0.1, 0.0], [0.2, 0.0, 0.2], [-0.1, 0.0, -0.1]],
  "fmax_ev_per_a": 0.6,
  "e_tot_ev": -9266.9173,
  "multiplicity": 1,
  "molar_mass_g_mol": 98.10,
  "relative_energy_kcal_mol": 151.84,
  "homo_energy_ev": -9.1,
  "gap_ha": 0.3407
}

=====

Record 5
{
  "formula": "C27H21FN",
  "method": "ωB97M-V/def2-TZVPD",
  "species": ["C", "C", "C", "C", "C", "C", "C", "C", "C", "C", "C", "C", "N", "C", "C", "H", "H", "H", "H", "H", "H", "H", "H", "H", "H", "H", "F", "C", "C", "C", "C", "C", "C", "C", "C", "C", "C", "C", "C", "C", "H", "H", "H", "H", "H", "H", "H", "H", "H", "H"],
  "coordinates": [[4.7394, -3.1990, 0.5754], [3.6763, -2.2678, 0.5728], [2.3910, -2.7705, 0.6132], [2.1510, -4.1633, 0.6615], [3.2028, -5.0759, 0.6657], [4.5068, -4.5853, 0.6104], [0.7307, -4.3495, 0.6874], [0.1256, -3.0630, 0.6391], [-1.2524, -2.9269, 0.5830], [-2.0231, -4.1155, 0.6343], [-1.4187, -5.3782, 0.7040], [-0.0239, -5.5178, 0.7336], [1.1502, -2.0933, 0.5968], [1.0291, -0.7271, 0.4935], [-0.0581, 0.1044, 0.6739], [5.7699, -2.8518, 0.5529], [3.8457, -1.1934, 0.5419], [2.9705, -6.1370, 0.7217], [5.3483, -5.2814, 0.6025], [-1.6877, -1.9448, 0.4930], [-3.1096, -4.0330, 0.6160], [-2.0420, -6.2755, 0.7352], [0.4947, -6.4754, 0.8010], [2.0124, -0.2305, 0.4367], [0.2355, 1.1483, 0.8466], [-1.0769, -0.2083, 0.8979], [0.7954, 5.8185, -3.3075], [0.8229, 4.5564, -2.7656], [1.8147, 3.6746, -3.1699], [1.7892, 2.3870, -2.6147], [0.8080, 2.0103, -1.7105], [-0.2196, 2.9151, -1.2789], [-1.2283, 2.4220, -0.4091], [-2.2855, 3.1493, 0.2208], [-3.0858, 2.4568, 1.1944], [-4.1834, 3.0589, 1.7910], [-4.5471, 4.3796, 1.4712], [-3.7791, 5.0733, 0.5327], [-2.6808, 4.4821, -0.0719], [-0.1474, 4.2353, -1.8355], [2.5594, 3.9929, -3.8933], [2.5661, 1.6838, -2.9003], [0.7973, 1.0021, -1.2963], [-1.3976, 1.3429, -0.4136], [-2.8333, 1.4286, 1.4469], [-4.7736, 2.5199, 2.5265], [-5.4172, 4.8664, 1.9336], [-4.0317, 6.0992, 0.2669], [-2.1611, 5.0554, -0.8225], [-0.8690, 5.0011, -1.5846]],
  "forces_ev_per_a": [[-0.5, 0.1, 0.0], [0.6, -0.3, 0.0], [0.0, -0.8, -0.2], [0.7, 0.5, 0.1], [0.0, 0.4, 0.0], [-0.1, 0.2, 0.1], [-0.8, 0.1, 0.1], [0.2, -0.8, -0.1], [-0.1, -0.8, 0.1], [0.5, 0.5, -0.1], [0.1, -0.2, 0.1], [-0.3, 0.7, 0.0], [-0.4, 0.3, -0.5], [-0.7, 0.8, 1.3], [1.9, -1.3, 0.5], [-0.3, 0.1, 0.0], [0.3, -0.3, 0.0], [0.3, 0.1, -0.1], [-0.3, 0.3, 0.0], [-0.3, -0.2, 0.0], [0.3, -0.1, 0.0], [0.1, 0.4, 0.0], [-0.4, 0.2, -0.1], [-0.6, -0.3, -0.1], [-0.3, -0.6, -0.1], [0.5, 0.0, 0.0], [0.1, -1.3, 0.6], [-0.4, 1.0, -0.1], [-0.3, -0.4, 0.4], [0.1, 0.3, -0.1], [-0.5, 0.1, 0.0], [1.3, 0.2, -1.0], [-1.6, 0.9, -1.2], [-0.6, -0.1, 0.7], [0.0, 0.2, -0.6], [-0.1, 0.3, 0.1], [0.3, -0.4, -0.1], [0.2, 0.1, -0.1], [-0.1, 0.1, 0.2], [0.0, -0.2, 0.2], [-0.1, -0.1, 0.1], [-0.2, 0.0, 0.1], [0.1, 0.3, -0.3], [0.6, 0.5, 0.3], [0.0, 0.2, 0.0], [0.2, 0.0, -0.2], [0.5, -0.4, -0.2], [0.0, -0.3, 0.0], [-0.5, 0.0, 0.4], [0.6, -0.2, -0.3]],
  "fmax_ev_per_a": 2.4,
  "e_tot_ev": -32538.8680,
  "multiplicity": 1,
  "molar_mass_g_mol": 378.47,
  "relative_energy_kcal_mol": 21.99,
  "homo_energy_ev": -10.3,
  "charge": 1,
  "gap_ha": 0.1547
}